{
  "formula": "C46H113N7O4S4",
  "method": "ωB97M-V/def2-TZVPD",
  "e_lumo_ev": 0.389,
  "homo_lumo_gap_ev": 8.2482,
  "multiplicity": 1,
  "e_homo_ev": -7.859,
  "symbols": ["C", "S", "O", "C", "H", "H", "H", "H", "H", "H", "C", "S", "O", "C", "H", "H", "H", "H", "H", "H", "C", "S", "O", "C", "H", "H", "H", "H", "H", "H", "C", "S", "O", "C", "H", "H", "H", "H", "H", "H", "C", "C", "N", "C", "C", "C", "C", "H", "H", "H", "H", "H", "H", "H", "H", "H", "H", "H", "H", "H", "H", "H", "C", "C", "N", "C", "C", "C", "C", "H", "H", "H", "H", "H", "H", "H", "H", "H", "H", "H", "H", "H", "H", "H", "C", "C", "N", "C", "C", "C", "C", "H", "H", "H", "H", "H", "H", "H", "H", "H", "H", "H", "H", "H", "H", "H", "C", "C", "N", "C", "C", "C", "C", "H", "H", "H", "H", "H", "H", "H", "H", "H", "H", "H", "H", "H", "H", "H", "C", "C", "N", "C", "C", "C", "C", "H", "H", "H", "H", "H", "H", "H", "H", "H", "H", "H", "H", "H", "H", "H", "C", "C", "C", "C", "N", "H", "H", "H", "H", "H", "H", "H", "C", "C", "C", "C", "N", "H", "H", "H", "H", "H", "H", "H"],
  "coordinates": [[1.480453, 1.299555, -4.911891], [0.746753, 2.813035, -5.559661], [1.755243, 3.269305, -6.651431], [-0.654967, 2.013025, -6.406861], [0.788533, 0.715185, -4.305381], [2.283483, 1.583375, -4.231681], [1.986383, 0.714425, -5.679851], [-1.281887, 1.584835, -5.624741], [-0.186657, 1.303295, -7.088821], [-1.218727, 2.753535, -6.974251], [3.593483, 4.435295, 0.412019], [3.108193, 4.110935, -1.316801], [3.792643, 5.150825, -2.180411], [4.167133, 2.596735, -1.593491], [3.161583, 3.667405, 1.053809], [3.214843, 5.368725, 0.828479], [4.682463, 4.452165, 0.456249], [4.148213, 1.968565, -0.702901], [5.181053, 2.975265, -1.723051], [3.874023, 1.879945, -2.360561], [-3.825237, -1.795185, -3.443111], [-2.993687, -0.216985, -3.955451], [-1.964077, -0.754985, -4.977001], [-4.361367, 0.574765, -4.887991], [-4.071267, -2.352995, -4.346671], [-4.754357, -1.498115, -2.956691], [-3.167707, -2.425745, -2.844651], [-4.034927, 1.328745, -5.604271], [-5.085777, 0.956605, -4.168591], [-4.869187, -0.120105, -5.556851], [-0.285677, -1.001435, -1.807121], [1.294723, -0.263095, -1.200601], [1.502403, 0.976885, -2.037671], [0.791303, 0.435995, 0.442239], [-0.688067, -1.681785, -1.056591], [-0.188237, -1.623875, -2.696601], [-1.089137, -0.293085, -2.009101], [1.538153, 1.155405, 0.778029], [0.758393, -0.369455, 1.175899], [-0.097467, 1.066955, 0.433139], [-2.133747, 1.356945, 4.445829], [-1.435477, 2.619305, 3.969059], [-0.203577, 2.398815, 3.222259], [0.883673, 1.641755, 3.921739], [1.411053, 2.250055, 5.278789], [0.376023, 3.677175, 2.799959], [-0.370307, 4.216105, 1.567709], [-1.520697, 0.785315, 5.142619], [-2.456097, 0.753515, 3.597269], [-3.053497, 1.634105, 4.960949], [-2.128647, 3.192455, 3.353339], [-1.286557, 3.212115, 4.871549], [0.539113, 0.635865, 4.161639], [1.786683, 1.541915, 3.319489], [0.668443, 2.145345, 6.069789], [2.268803, 1.693845, 5.656899], [1.832373, 3.248025, 5.157789], [1.328353, 3.328685, 2.400289], [0.613233, 4.366255, 3.610509], [-0.579377, 3.422015, 0.850909], [0.238893, 4.957335, 1.050439], [-1.348367, 4.652205, 1.770959], [-3.128237, 1.045675, 0.080469], [-4.291237, 0.810215, 0.994269], [-5.473607, 1.488585, 0.472029], [-6.144837, 0.648735, -0.549041], [-6.822377, 1.483475, -1.637291], [-6.436977, 1.922425, 1.517569], [-5.798437, 2.924305, 2.494289], [-2.672137, 2.031995, -0.004781], [-3.328067, 0.694325, -0.931811], [-2.298407, 0.398645, 0.364769], [-4.475837, -0.263375, 1.032019], [-4.019017, 1.231385, 1.962059], [-5.520997, -0.073425, -1.075741], [-6.915077, -0.001525, -0.134321], [-7.459767, 0.906845, -2.307601], [-7.585767, 2.122465, -1.193421], [-6.075777, 2.062055, -2.181301], [-6.886327, 1.095665, 2.067709], [-7.287077, 2.345775, 0.982589], [-5.278707, 3.700385, 1.932439], [-5.067087, 2.473585, 3.165169], [-6.528177, 3.456225, 3.104729], [3.799843, -2.242815, 4.844809], [2.317313, -2.441905, 5.162199], [1.676213, -3.606525, 4.454619], [2.207863, -4.916075, 4.907029], [1.655693, -6.078145, 4.073159], [0.182623, -3.544785, 4.603379], [-0.374637, -2.316205, 3.786709], [4.251913, -1.329705, 5.232079], [3.924203, -2.051225, 3.779009], [4.427533, -3.057465, 5.206009], [2.159893, -2.442065, 6.240769], [1.806223, -1.572865, 4.747889], [3.295053, -4.888615, 4.833849], [2.054743, -5.090855, 5.971979], [1.910733, -5.970095, 3.018939], [2.111483, -6.990745, 4.457229], [0.581273, -6.249365, 4.139619], [-0.048347, -3.435925, 5.663049], [-0.381477, -4.415095, 4.268039], [-1.460887, -2.403575, 3.763509], [0.028453, -2.272515, 2.774929], [-0.178397, -1.412935, 4.364369], [2.675583, -6.031285, -2.552311], [2.981843, -6.780275, -1.243521], [3.380913, -5.808495, -0.154441], [3.831183, -6.527105, 1.069199], [4.969053, -7.511725, 0.855709], [2.396703, -4.669725, 0.045489], [2.799303, -3.678005, 1.088759], [3.468993, -5.309055, -2.744591], [1.730273, -5.502575, -2.429981], [2.570923, -6.614425, -3.467241], [2.212683, -7.429175, -0.824681], [3.797303, -7.457155, -1.498401], [3.010183, -6.959365, 1.641219], [4.278473, -5.793815, 1.740259], [5.838973, -7.000515, 0.443409], [4.579283, -8.320065, 0.237019], [5.321743, -7.921355, 1.802239], [2.169023, -4.053475, -0.824281], [1.480373, -5.164005, 0.368189], [3.688143, -3.096845, 0.843139], [1.964443, -2.977355, 1.074719], [2.930263, -4.063925, 2.099709], [-4.164887, 6.121285, -0.531921], [-3.002197, 5.182685, -0.938911], [-2.955197, 4.973185, -2.399171], [-3.930427, 4.028025, -2.898041], [-4.008317, 3.922915, -4.439401], [-1.629777, 4.736545, -2.900681], [-0.932347, 3.441175, -2.319471], [-4.082697, 6.131675, 0.554929], [-5.163917, 5.944005, -0.930191], [-3.857547, 7.136765, -0.781801], [-2.066387, 5.649565, -0.631691], [-3.083897, 4.225745, -0.423461], [-3.720217, 3.032885, -2.506121], [-4.965157, 4.214135, -2.610331], [-3.140667, 3.388135, -4.825791], [-4.918267, 3.396425, -4.727311], [-3.952607, 4.917615, -4.881641], [-1.065317, 5.625005, -2.617601], [-1.409497, 4.821615, -3.964801], [-0.779357, 3.466475, -1.240561], [0.040833, 3.395895, -2.808321], [-1.450477, 2.508535, -2.542711], [4.932843, 2.194895, 3.736259], [6.212993, 1.694685, 3.050099], [6.134793, 0.219595, 2.618889], [5.024433, -0.009675, 1.638359], [4.202113, -0.174565, 0.898609], [4.942043, 3.283625, 3.788199], [4.836183, 1.729655, 4.717229], [4.109413, 1.863585, 3.103569], [7.041453, 1.760195, 3.755409], [6.450763, 2.357365, 2.217979], [5.999233, -0.390515, 3.511919], [7.112483, -0.054645, 2.222639], [1.305033, -2.623435, -5.268991], [0.169943, -3.626695, -5.592021], [-0.065357, -4.779945, -4.523101], [-0.437417, -4.342935, -3.165431], [-0.738567, -4.091165, -2.076951], [2.312643, -3.038115, -5.297991], [1.155773, -2.148965, -4.299101], [1.290643, -1.750745, -5.921931], [0.234443, -4.098795, -6.572361], [-0.744827, -3.053435, -5.742621], [0.718333, -5.526135, -4.392221], [-0.951357, -5.242515, -4.957981]],
  "forces_ev_per_a": [[0.4, 0.0, 0.5], [1.8, 0.3, -2.0], [-1.9, -0.6, 1.7], [0.6, 0.5, 0.1], [-0.1, 0.1, -0.3], [-0.2, 0.3, 0.0], [-0.5, 0.1, -0.5], [0.1, -0.4, -0.2], [-0.4, -0.3, 0.1], [0.2, 0.1, 0.1], [0.3, -0.3, 0.1], [0.9, 0.1, -1.3], [-0.7, -0.6, 1.0], [-0.1, 0.0, 1.2], [0.2, -0.4, -0.1], [-0.1, 0.2, -0.7], [0.0, -0.1, 0.1], [-0.1, 0.2, 0.3], [-0.1, 0.1, -0.2], [-0.4, 0.8, -0.4], [-0.4, 1.0, -0.5], [1.1, -1.8, -1.8], [-1.3, 1.1, 1.3], [-0.3, -0.8, -0.3], [0.1, 0.2, -0.2], [0.0, -0.3, 0.4], [0.1, 0.5, 0.2], [0.6, 0.3, 0.7], [0.1, 0.2, 0.0], [0.0, -0.6, 0.3], [-0.4, -0.1, 0.8], [-0.9, 1.3, -0.1], [0.1, -0.8, 0.4], [0.0, -0.2, -0.2], [0.3, -0.1, 0.3], [0.7, 0.3, 0.0], [0.4, 0.6, 0.1], [0.6, -0.4, -0.4], [-0.3, 0.0, 0.0], [-0.4, -0.6, -0.4], [-0.3, 0.1, -0.4], [-0.1, -0.5, 0.6], [1.1, 0.0, 0.7], [-0.4, 0.4, 1.6], [-0.1, -0.6, -0.6], [0.0, -1.3, -1.8], [-0.1, 0.4, 0.4], [0.0, -0.1, -0.1], [0.3, -0.3, 0.0], [0.0, 0.1, 0.2], [0.1, 0.0, -0.2], [0.3, 0.5, 0.2], [-0.1, 0.0, -0.2], [-0.4, 0.0, -0.7], [-0.1, 0.6, 0.0], [0.1, -0.5, -0.3], [-0.6, 0.2, 0.1], [0.4, 0.5, 0.0], [-0.5, 0.4, 0.0], [0.3, -0.2, 0.2], [-0.1, 0.2, 0.0], [0.1, 0.2, 0.3], [1.4, -0.9, -0.8], [-0.1, 0.9, -0.4], [-0.8, -0.5, 0.0], [-0.7, 0.4, -0.5], [-0.4, 0.2, 0.4], [0.5, 0.2, -0.4], [-0.1, 0.2, -0.5], [-0.6, 0.3, 0.3], [-0.3, 0.2, -0.3], [0.1, -0.1, 0.3], [0.1, -0.3, 0.5], [-0.3, -0.4, 0.1], [0.8, 0.3, 0.4], [-0.2, -0.1, 0.6], [0.5, -0.5, -0.3], [0.4, 0.6, 0.1], [-0.2, 0.1, -0.1], [0.2, -0.5, 0.2], [0.1, 0.4, 0.1], [0.1, 0.0, -0.2], [-0.1, -0.1, 0.0], [-0.2, -0.3, 0.0], [0.1, 0.0, -0.4], [-0.3, -0.2, -1.1], [-0.1, -0.4, 0.7], [-0.4, 0.6, -0.6], [0.4, -0.1, 0.3], [0.7, 1.5, -0.8], [-0.1, -0.9, 1.4], [-0.5, 0.1, 0.7], [0.0, -0.7, -0.3], [0.0, -0.1, -0.3], [-0.2, -0.3, 0.3], [0.0, 0.1, 0.3], [0.1, 0.0, -0.4], [-0.5, 0.0, 0.4], [0.0, 0.1, 0.1], [0.1, -0.1, -0.2], [0.0, 0.3, 0.2], [-0.3, 0.2, 0.3], [0.8, -0.2, -0.2], [-0.1, 0.0, -0.2], [0.1, 0.0, 0.1], [0.1, 0.2, -0.4], [-0.7, 0.2, 0.6], [0.7, 1.0, 0.4], [0.6, -0.2, -1.2], [0.2, 1.6, -0.1], [-0.5, -0.1, -0.2], [0.8, -2.1, 0.6], [0.1, 0.5, 0.4], [0.0, 0.1, 0.2], [0.1, 0.2, -0.1], [0.1, -0.6, 0.3], [-0.7, -0.1, -0.4], [0.3, 0.2, 0.5], [-0.3, -0.5, -0.2], [-0.3, 0.4, 0.1], [-0.2, -0.1, -0.5], [0.7, -0.2, -0.1], [-0.3, -0.1, 0.1], [0.3, -0.7, -0.5], [-0.7, 0.2, 0.0], [0.1, -0.1, -0.3], [0.0, 0.3, 0.5], [-0.2, 0.0, -0.1], [1.6, 0.3, 0.4], [-1.0, 0.1, -1.3], [-0.9, 0.6, -0.6], [-0.4, -0.5, -0.7], [0.8, 0.3, 0.6], [1.6, -0.5, 1.4], [0.1, 1.0, -0.8], [-0.9, -0.1, 0.3], [0.2, -0.4, 0.2], [-0.2, 0.1, -0.4], [0.0, 0.0, 0.0], [0.0, -0.3, 0.2], [0.1, -0.6, 0.2], [0.2, 0.6, 0.6], [0.0, -0.2, -0.1], [0.0, 0.2, -0.1], [-0.3, 0.0, 0.0], [0.4, -0.1, 0.7], [-1.1, -0.6, -0.4], [0.0, 0.2, -0.1], [0.1, -0.2, 0.3], [-0.2, 0.0, -0.2], [0.5, -0.5, -0.7], [-0.2, 0.2, 0.5], [-0.3, 0.6, -0.2], [4.1, 0.4, 3.4], [-3.1, -0.5, -2.7], [-0.1, -0.1, 0.2], [-0.2, 0.2, 0.1], [-0.4, 0.2, 0.2], [0.1, 0.1, 0.0], [0.0, -0.2, -0.2], [-0.3, -0.2, -0.1], [-0.3, -0.2, -0.4], [-0.3, 0.0, -0.1], [0.5, 0.2, 0.8], [-0.7, 1.2, -0.9], [-0.2, 0.1, 0.5], [0.2, -0.2, -1.0], [-0.1, -0.2, 0.0], [0.0, -0.4, 0.3], [-0.1, -0.2, -0.4], [0.7, -0.2, 0.1], [-0.2, 0.1, 0.7], [0.1, 0.2, -0.4], [0.0, -0.6, 0.4]]
}


{
  "formula": "C11H10Cl3N4O6SSeW",
  "method": "ωB97M-V/def2-TZVPD",
  "e_lumo_ev": [2.205, 2.205],
  "homo_lumo_gap_ev": [5.3874, 5.3882],
  "multiplicity": 1,
  "relative_energy_ev": 3.721,
  "e_homo_ev": [-3.182, -3.183],
  "total_charge": -1,
  "symbols": ["W", "N", "C", "O", "C", "C", "H", "H", "H", "H", "H", "H", "Se", "N", "C", "C", "C", "C", "C", "C", "N", "H", "H", "H", "H", "O", "S", "O", "O", "O", "O", "Cl", "C", "Cl", "Cl", "C", "N"],
  "coordinates": [[-0.459553, 0.355150, 1.074283], [-1.226573, -2.096199, 4.168291], [-1.016274, -1.514155, 2.992740], [-0.497383, -0.353488, 2.985573], [-1.358309, -2.242567, 1.698071], [-1.910080, -1.166690, 0.639478], [-1.005118, -1.599188, 5.014748], [-1.599340, -3.024924, 4.228957], [-2.015446, -3.110820, 1.829788], [-0.406039, -2.583065, 1.276173], [-2.851850, -0.862935, 1.106902], [-1.992543, -1.586021, -0.345919], [-0.544188, 2.744930, -1.398243], [-0.480155, 1.008006, -0.927803], [-0.456761, 0.263689, -2.049257], [-0.417573, -1.164521, -2.124454], [-0.405086, -1.759932, -3.344540], [-0.426575, -0.990739, -4.549399], [-0.462265, 0.363958, -4.520249], [-0.479755, 1.021544, -3.259086], [-0.519588, 2.325800, -3.120507], [-0.393624, -1.758091, -1.231951], [-0.373609, -2.839979, -3.402989], [-0.413385, -1.500126, -5.505224], [-0.479012, 0.937274, -5.436681], [3.407057, -0.915665, -0.120176], [2.124557, -0.240394, -0.245190], [2.243208, 1.141235, 0.253007], [1.064396, -0.968102, 0.635540], [1.724544, -0.234375, -1.641552], [-1.721716, 1.480470, 1.436066], [3.437951, 3.186800, 3.794259], [2.441649, 3.755102, 2.428796], [1.437899, 5.129615, 2.962637], [3.511967, 4.290573, 1.105490], [1.592391, 2.687819, 1.976498], [0.926179, 1.820012, 1.615923]],
  "forces_ev_per_a": [[-2.5, 3.4, -1.3], [-0.2, -0.3, 0.3], [0.3, 0.2, -0.5], [-0.7, -2.4, 1.2], [-0.1, 0.5, -0.7], [0.5, -1.1, 2.6], [0.1, 0.0, -0.1], [0.0, 0.0, -0.1], [0.1, 0.0, 0.4], [0.0, -0.2, 0.3], [-0.2, 0.1, -0.7], [-0.5, -0.3, -0.1], [0.2, -0.7, -0.3], [-0.7, -0.7, -1.2], [-0.4, 0.5, 0.9], [-0.3, -0.4, -0.6], [-0.2, 0.1, 0.4], [0.0, 0.3, -0.1], [0.0, -0.5, -0.5], [0.1, 0.5, 0.3], [-0.2, 0.8, -0.2], [0.3, 0.0, 0.1], [0.0, 0.0, 0.0], [0.0, 0.0, 0.0], [0.0, 0.1, 0.1], [-0.5, -0.7, 0.8], [4.4, 0.3, -1.1], [0.9, -1.4, -1.6], [-0.1, 0.3, -0.4], [0.2, -0.5, -0.2], [0.6, 0.1, 0.1], [0.0, 0.0, 0.0], [0.1, -0.1, -0.3], [0.0, 0.0, 0.0], [0.0, 0.0, 0.1], [-0.8, 0.4, 0.8], [-0.3, 1.6, 1.9]]
}